The following is a quantum chemistry calculation of 10 unconnected molecules or ions with the total composition C44H46Cl8F6 in a non-equilibrium geometry, from OMol25.

```
104
Properties=species:S:1:pos:R:3
Cl 1.126 -1.251 2.157
C 2.487 -0.149 1.942
C 3.710 -0.472 2.708
Cl 3.628 0.075 4.416
H 2.117 0.842 2.153
H 2.710 -0.037 0.906
H 4.474 0.219 2.310
H 3.951 -1.494 2.772
Cl 5.640 0.619 -0.280
C 4.828 1.671 -1.398
C 5.801 2.455 -2.373
Cl 6.739 3.579 -1.389
H 4.118 2.398 -0.884
H 4.271 1.018 -2.059
H 5.234 3.084 -3.036
H 6.461 1.721 -2.849
Cl 2.936 5.087 -3.515
C 1.731 3.803 -3.387
C 1.817 2.788 -4.509
Cl 3.384 1.953 -4.869
H 0.728 4.239 -3.469
H 1.869 3.351 -2.409
H 1.526 3.114 -5.480
H 1.185 1.886 -4.271
Cl 1.059 -2.465 -2.763
C 0.638 -1.439 -1.317
C -0.408 -0.392 -1.665
Cl -0.940 0.681 -0.365
H 1.557 -0.997 -0.851
H 0.094 -2.052 -0.606
H -1.332 -0.870 -2.013
H -0.089 0.324 -2.497
F 1.259 -8.397 -1.841
C 0.027 -8.294 -2.333
C -0.634 -9.425 -2.790
C -1.953 -9.322 -3.277
C -2.610 -8.065 -3.325
C -1.919 -6.989 -2.830
C -0.649 -7.072 -2.307
H -0.241 -10.412 -2.632
H -2.459 -10.217 -3.569
H -3.578 -7.981 -3.829
H -2.361 -5.966 -2.771
H -0.232 -6.215 -1.911
F -1.243 -0.183 4.455
C -1.089 1.129 4.604
C 0.201 1.609 4.505
C 0.311 2.982 4.454
C -0.786 3.799 4.524
C -2.064 3.311 4.753
C -2.217 1.916 4.873
H 1.042 0.941 4.388
H 1.328 3.361 4.319
H -0.679 4.878 4.481
H -2.864 4.005 4.972
H -3.160 1.420 5.092
F -0.887 -7.592 1.495
C -0.083 -6.578 1.966
C -0.315 -6.224 3.301
C 0.466 -5.251 3.815
C 1.567 -4.714 3.135
C 1.821 -5.107 1.864
C 0.977 -6.046 1.261
H -1.171 -6.636 3.776
H 0.324 -4.999 4.897
H 2.224 -4.063 3.744
H 2.753 -4.778 1.431
H 1.140 -6.385 0.275
F -5.543 -0.191 3.381
C -4.979 -0.539 2.199
C -3.823 -1.245 2.311
C -3.262 -1.770 1.174
C -3.780 -1.496 -0.066
C -4.871 -0.656 -0.169
C -5.586 -0.184 1.013
H -3.280 -1.456 3.213
H -2.396 -2.251 1.193
H -3.210 -1.736 -0.971
H -5.196 -0.246 -1.114
H -6.566 0.380 0.951
F 3.015 3.013 1.120
C 2.126 4.031 0.802
C 2.562 5.086 0.073
C 1.745 6.135 -0.276
C 0.396 5.935 0.029
C -0.106 4.837 0.651
C 0.769 3.825 1.096
H 3.646 5.163 -0.117
H 2.116 7.021 -0.789
H -0.384 6.661 -0.340
H -1.152 4.726 0.623
H 0.399 2.983 1.637
F -1.315 3.186 -4.640
C -1.867 3.989 -3.666
C -1.637 5.351 -3.653
C -2.200 6.045 -2.625
C -2.817 5.387 -1.589
C -3.005 4.059 -1.545
C -2.634 3.312 -2.679
H -1.132 5.888 -4.465
H -2.058 7.089 -2.604
H -2.970 6.070 -0.737
H -3.540 3.599 -0.709
H -2.758 2.268 -2.787
```

The calculation puts the total energy at -162856.910 eV. As for the SMILES: Fc1ccccc1.Fc1ccccc1.Fc1ccccc1.Fc1ccccc1.Fc1ccccc1.Fc1ccccc1.ClCCCl.ClCCCl.ClCCCl.ClCCCl. The HOMO energy comes out at -9.199 eV. For the LUMO energy, the calculation gives 0.3 eV.

***

The following is a quantum chemistry calculation of 3 unconnected molecules or ions with the total composition C3H10O4 in a non-equilibrium geometry, from OMol25.

```
17
Properties=species:S:1:pos:R:3
O 0.751 1.004 0.277
C 0.228 -0.080 0.182
O 0.185 -0.878 1.281
C -0.539 -0.587 -1.003
C -0.881 0.606 -1.891
H 0.782 -0.542 1.923
H -1.443 -1.120 -0.718
H 0.131 -1.275 -1.518
H -1.363 1.394 -1.305
H -1.622 0.446 -2.673
H -0.009 1.081 -2.271
H 0.378 -2.745 0.272
H 0.911 -3.295 -1.086
O 0.959 -3.397 -0.131
H -0.013 3.771 0.655
H -0.436 2.461 1.137
O -0.536 3.385 1.369
```

The calculation puts the total energy at -11463.481 eV. As for the SMILES: CCC(=O)O.O.O. The HOMO energy comes out at -11.094 eV. For the energy above the lowest of the compared OMol25 structures with the same formula, charge and spin, the calculation gives 0.2694 eV. For the LUMO energy, the calculation gives 0.5 eV.

***

The following is a quantum chemistry calculation of a single C26H23NO5 molecule, from OMol25.

```
55
Properties=species:S:1:pos:R:3
C 3.371 2.434 -0.641
C 2.898 1.030 -0.430
C 3.109 0.040 -1.391
C 2.653 -1.277 -1.198
C 2.013 -1.587 0.004
C 1.798 -0.625 0.963
C 2.232 0.685 0.749
O 2.062 1.704 1.639
C 1.467 1.425 2.884
C -0.028 1.086 2.803
O -0.583 0.429 3.659
N -0.629 1.576 1.706
H -0.121 2.205 1.101
C -2.050 1.494 1.489
H -2.243 1.129 0.477
H -2.460 0.798 2.223
C -2.706 2.877 1.648
C -4.203 2.746 1.498
C -4.791 2.825 0.242
C -6.161 2.688 0.104
C -6.952 2.465 1.217
C -6.369 2.379 2.471
C -5.000 2.520 2.612
H -4.545 2.453 3.589
H -6.983 2.204 3.342
H -8.021 2.359 1.110
H -6.610 2.754 -0.876
H -4.169 2.995 -0.624
O -2.116 3.717 0.674
H -2.591 4.554 0.658
H -2.471 3.257 2.657
H 1.573 2.346 3.466
H 1.987 0.621 3.418
H 1.288 -0.896 1.873
H 1.689 -2.600 0.185
C 2.908 -2.233 -2.247
C 3.621 -1.842 -3.331
C 4.098 -0.487 -3.499
O 4.734 -0.080 -4.440
O 3.779 0.405 -2.510
H 3.839 -2.520 -4.141
C 2.397 -3.611 -2.155
C 3.265 -4.687 -2.319
C 2.789 -5.984 -2.256
C 1.441 -6.221 -2.044
C 0.569 -5.155 -1.896
C 1.043 -3.857 -1.947
H 0.359 -3.026 -1.851
H -0.484 -5.335 -1.740
H 1.070 -7.234 -1.999
H 3.472 -6.812 -2.377
H 4.316 -4.500 -2.479
H 4.050 2.480 -1.486
H 3.870 2.796 0.255
H 2.523 3.090 -0.835
```

The calculation puts the total energy at -39063.896 eV. As for the SMILES: Cc1c(OCC(=O)NC[C@@H](O)c2ccccc2)ccc2c(-c3ccccc3)cc(=O)oc12. The HOMO energy comes out at -8.472 eV. For the energy above the lowest of the compared OMol25 structures with the same formula, charge and spin, the calculation gives 0.7481 eV. For the LUMO energy, the calculation gives 0.0 eV.

***

The following is a quantum chemistry calculation of 5 unconnected molecules or ions with the total composition H9O5 in a non-equilibrium geometry, from OMol25.

```
14
Properties=species:S:1:pos:R:3
O 0.571 1.474 -0.125
H 0.134 1.697 0.704
O -0.286 -0.716 -0.721
H -0.568 -0.613 -1.637
H -0.052 0.372 -0.463
O 3.078 1.594 0.962
H 2.708 2.345 1.443
H 2.232 1.300 0.530
O 0.495 3.340 -1.804
H 0.479 2.538 -1.129
H 1.265 3.809 -1.472
O -3.476 -5.592 1.643
H -3.967 -5.756 0.820
H -2.614 -5.792 1.250
```

The calculation puts the total energy at -10384.688 eV. Its net charge is -1. The HOMO energy comes out at -5.097 eV. For the energy above the lowest of the compared OMol25 structures with the same formula, charge and spin, the calculation gives 0.8870 eV. For the LUMO energy, the calculation gives 2.9 eV.

***

The following is a quantum chemistry calculation of 4 unconnected molecules or ions with the total composition C2H13NO3 in a non-equilibrium geometry, from OMol25.

```
19
Properties=species:S:1:pos:R:3
C 1.663 0.757 0.973
N 0.743 -0.160 0.313
C 0.832 -1.492 0.964
H 1.287 1.172 1.901
H 2.692 0.394 1.099
H 1.915 1.594 0.307
H 1.033 -0.292 -0.651
H 0.382 -2.170 0.232
H 0.181 -1.469 1.830
H 1.838 -1.850 1.185
H -1.947 2.171 -0.713
H -1.723 0.711 -0.993
O -2.406 1.355 -0.948
H 0.694 3.281 1.130
H -0.256 3.651 0.068
O 0.410 4.038 0.606
H -2.456 -4.456 -1.835
H -2.605 -3.171 -2.768
O -2.277 -4.062 -2.697
```

The calculation puts the total energy at -9916.573 eV. As for the SMILES: CNC.O.O.O. The HOMO energy comes out at -9.754 eV. For the energy above the lowest of the compared OMol25 structures with the same formula, charge and spin, the calculation gives 1.6388 eV. For the LUMO energy, the calculation gives 0.4 eV.